# C41H63GeIrN5O3P3S

A structure of composition C41H63GeIrN5O3P3S in a non-equilibrium geometry (the ωB97M-V functional and the def2-TZVPD basis, the Open Molecules 2025 dataset).

Atoms and positions in Å:
Ir 10.31387 10.30960 13.29126
C 9.82270 10.83095 7.36740
C 11.15740 10.75626 8.10872
C 11.86607 12.15634 8.20857
P 11.01231 9.80993 9.73305
C 12.84916 9.36558 10.13559
N 13.32698 9.26802 11.49912
Ge 12.62072 10.35245 13.02537
N 13.17442 11.97309 12.15767
C 12.14439 13.05944 12.03219
P 10.48017 12.62959 12.85974
C 9.34007 13.60155 11.58098
C 7.81714 13.79678 11.82315
C 9.95422 14.94498 11.15035
C 10.42604 13.57603 14.41443
C 11.60256 14.47937 14.68963
C 9.11647 14.35598 14.69719
C 14.43498 12.07218 11.54600
C 14.69543 13.04377 10.58741
C 15.98131 13.10511 10.05184
C 16.90440 12.03419 10.28414
C 16.65045 11.01600 11.22606
C 15.44024 11.09334 11.94501
N 15.23368 10.22018 13.06737
C 15.24629 8.81263 12.91575
C 15.94779 7.90284 13.74070
C 15.84365 6.53605 13.43387
C 14.94523 6.05861 12.42396
C 14.20231 7.01413 11.67451
C 14.26064 8.36002 11.96245
C 15.61585 10.81786 14.33129
C 16.94029 11.10258 14.67028
C 17.14316 11.95418 15.77301
C 16.04923 12.32870 16.55850
C 14.77007 11.76560 16.39290
C 14.50671 11.08499 15.17129
N 13.25129 10.45351 14.86576
C 12.19993 10.49634 15.91589
P 10.75081 9.43726 15.44444
C 11.08999 7.61090 15.69658
C 12.53588 7.46832 16.21683
C 10.04153 6.74161 16.43163
C 9.46506 9.76650 16.76053
C 10.00124 9.71641 18.19101
C 8.66641 11.06480 16.57198
C 10.69214 8.07286 9.07628
C 9.18242 7.71374 8.94356
C 11.40076 7.57333 7.83315
H 9.83372 11.70140 6.71612
H 8.99592 10.96344 8.07792
H 9.61064 9.97958 6.69046
H 11.73409 10.13301 7.42454
H 11.13437 12.84468 8.66618
H 12.25393 12.54617 7.25122
H 12.75479 12.10809 8.89100
H 13.50015 10.07826 9.51955
H 13.00392 8.41756 9.66987
H 11.85916 13.03895 10.99154
H 12.60958 14.07296 12.14348
H 9.44038 12.97828 10.66688
H 7.48387 14.78412 11.64954
H 7.49162 13.42947 12.81142
H 7.27560 13.22879 11.09097
H 10.89345 14.86600 10.57618
H 10.00972 15.60972 12.03898
H 9.22180 15.40113 10.46870
H 10.47006 12.74361 15.11421
H 12.59830 13.97207 14.61685
H 11.42899 14.87732 15.69901
H 11.62878 15.32982 14.05142
H 8.97156 15.15656 13.99266
H 9.15836 14.79581 15.67641
H 8.28470 13.73400 14.69625
H 13.94962 13.76693 10.39639
H 16.33952 13.96636 9.48031
H 17.86365 12.01520 9.82057
H 17.42735 10.30577 11.37898
H 16.54438 8.23887 14.61293
H 16.43890 5.74708 13.98227
H 14.83718 4.93717 12.32042
H 13.45185 6.72661 10.91280
H 17.78565 10.91314 14.00208
H 18.11980 12.36122 16.01975
H 16.21492 12.93878 17.42483
H 13.98358 11.85320 17.09766
H 11.86355 11.57854 16.20367
H 12.77004 10.10731 16.81818
H 11.14450 7.28750 14.61970
H 12.61578 7.66515 17.30055
H 13.18546 8.24169 15.78791
H 13.04527 6.52880 16.00192
H 10.01104 6.93491 17.50560
H 10.20050 5.67727 16.34073
H 9.02741 6.95599 16.07534
H 8.68665 8.97466 16.71116
H 10.47408 10.62976 18.48511
H 10.78096 8.97453 18.38251
H 9.16565 9.52128 18.92592
H 9.20913 11.95475 16.91763
H 7.85337 11.02280 17.26831
H 8.40228 11.23829 15.53057
H 11.00835 7.47914 9.95448
H 8.88642 7.74838 7.90374
H 8.57846 8.38445 9.56869
H 9.08752 6.66619 9.32088
H 12.43776 7.93263 7.70146
H 10.84780 7.80231 6.90658
H 11.52212 6.48499 7.82147
O 8.38009 10.60119 10.62113
S 7.62669 10.85320 11.92342
N 8.29232 11.29431 13.20439
C 8.17360 6.69123 13.40754
O 8.61794 8.03208 13.03088
C 9.97179 8.36454 12.77236
O 10.81080 7.55214 12.40701
H 8.96039 5.93398 13.32788
H 7.41096 6.45355 12.64905
H 7.76466 6.78636 14.43849

Forces on atoms 1 to 2 (eV/Å):
Ir -2.2 1.5 0.2
C -0.8 0.1 0.2

The calculation puts the LUMO energy (alpha / beta) at -1.788 / -5.093 eV. As for the spin multiplicity: 6. The frontier orbital gap (alpha / beta) comes out at 6.579 / 4.901 eV. The charge is +1. The calculation puts the energy at -155176.6355 eV. The calculation puts the HOMO energy (alpha / beta) at -8.367 / -9.994 eV. Its expectation value of S² is 8.80.

***

# C41H63GeLaN4O2P3

A structure of composition C41H63GeLaN4O2P3 in a non-equilibrium geometry (the ωB97M-V functional and the def2-TZVPD basis, the Open Molecules 2025 dataset).

Atoms and positions in Å:
La 1.85777 1.46872 0.21201
C 1.84063 0.50705 4.73488
C 1.52464 -0.84014 4.11627
C 1.99726 -2.07114 4.94528
P 2.06773 -0.77209 2.35885
C 1.00532 -2.22913 1.75255
N -0.35609 -1.85015 1.39356
Ge -0.83504 -0.60861 -0.16597
N -2.56922 0.22822 0.40246
C -2.53078 1.57472 0.97654
P -1.18855 2.61317 0.21120
C -1.00629 3.94350 1.53277
C -2.32454 4.57615 2.06746
C -0.17297 3.50455 2.69179
C -1.83557 3.56776 -1.23615
C -2.83107 4.72459 -1.20421
C -2.36919 2.63325 -2.34677
C -3.73696 -0.25349 -0.16824
C -4.97195 0.47748 -0.22842
C -6.13480 -0.15033 -0.74360
C -6.09052 -1.52605 -1.03921
C -4.85523 -2.22643 -1.11441
C -3.72010 -1.66607 -0.52485
N -2.53830 -2.37798 -0.08259
C -2.54149 -2.69150 1.30252
C -3.69923 -3.16499 1.87571
C -3.71523 -3.38315 3.24653
C -2.60675 -3.19989 4.03447
C -1.41844 -2.71486 3.46417
C -1.36403 -2.42264 2.06878
C -2.04757 -3.28019 -1.10216
C -2.24941 -4.62874 -1.08857
C -1.89559 -5.35334 -2.26012
C -1.39408 -4.73160 -3.42651
C -1.14535 -3.31212 -3.40765
C -1.34652 -2.62676 -2.21242
N -0.75569 -1.40108 -2.04058
C -0.18198 -0.61998 -3.17870
P 1.47145 0.35533 -2.70868
C 2.93185 -0.63277 -3.22359
C 3.53492 -1.04354 -1.89172
C 2.65814 -1.81617 -4.17428
C 1.42913 1.84413 -3.92458
C 2.35818 3.03221 -3.50389
C 1.58184 1.43625 -5.36301
C 3.86580 -1.35799 2.19499
C 4.73019 -0.69050 3.18422
C 4.08197 -2.87874 2.06202
H 1.49661 0.50118 5.82004
H 1.29164 1.37858 4.31348
H 2.90851 0.81288 4.74138
H 0.44418 -0.91923 4.00919
H 3.07233 -2.16822 4.91900
H 1.46926 -2.94651 4.60359
H 1.77619 -1.95300 6.03974
H 1.08612 -3.05449 2.45094
H 1.52615 -2.59266 0.81625
H -2.30392 1.40123 2.02851
H -3.49563 2.13665 0.97369
H -0.47987 4.86226 1.19063
H -2.76402 4.00927 2.91144
H -3.11386 4.62976 1.24586
H -2.15388 5.58022 2.42289
H -0.63865 2.78580 3.38711
H 0.14749 4.41167 3.31054
H 0.75195 3.10609 2.29166
H -0.83903 4.05718 -1.58610
H -3.85996 4.46269 -0.98978
H -2.95026 5.02836 -2.25561
H -2.58417 5.60702 -0.61156
H -1.81806 1.69009 -2.33464
H -2.26175 3.10269 -3.34470
H -3.41330 2.32710 -2.17877
H -5.06619 1.58580 -0.01296
H -7.06041 0.38859 -0.87194
H -6.97866 -2.05447 -1.24212
H -4.88761 -3.25352 -1.49562
H -4.59574 -3.27329 1.29057
H -4.64395 -3.80040 3.63916
H -2.60849 -3.38910 5.11071
H -0.60155 -2.47312 4.12220
H -2.89290 -5.20616 -0.36105
H -2.09083 -6.42610 -2.25631
H -1.17869 -5.28012 -4.34434
H -0.80300 -2.90821 -4.34651
H -0.90107 0.09075 -3.58073
H 0.13075 -1.31911 -3.97660
H 3.56315 0.16566 -3.71475
H 2.98337 -1.98029 -1.54780
H 3.32568 -0.26219 -1.09481
H 4.60582 -1.21131 -1.94913
H 2.13508 -2.69153 -3.70981
H 3.60543 -2.24416 -4.46199
H 2.16811 -1.45797 -5.14152
H 0.43415 2.22283 -3.63038
H 3.41095 2.89731 -3.82641
H 2.37843 3.11214 -2.41210
H 2.02251 3.95448 -3.83646
H 2.68407 1.23791 -5.64175
H 1.08177 2.18336 -5.96537
H 1.00479 0.51150 -5.54711
H 4.09232 -1.00185 1.19556
H 4.41044 -0.85672 4.23778
H 4.67377 0.39722 3.14927
H 5.81849 -0.95686 2.98990
H 5.18812 -3.09061 2.10147
H 3.65410 -3.12197 1.10530
H 3.51435 -3.43682 2.84312
C 4.77911 4.50271 -0.39722
O 4.81551 3.54844 0.76045
C 3.81975 2.71665 0.61304
O 3.82720 1.68463 1.39333
H 5.46078 5.35268 -0.11597
H 3.71573 4.85380 -0.40808
H 5.20304 4.06779 -1.30589

Forces on atoms 1 to 2 (eV/Å):
La -2.9 -1.7 -0.3
C -0.3 1.2 2.2

The calculation puts the LUMO energy (alpha / beta) at -5.780 / -7.446 eV. As for the spin multiplicity: 2. The frontier orbital gap (alpha / beta) comes out at 6.018 / 4.210 eV. The charge is +2. The calculation puts the energy at -138820.2065 eV. The calculation puts the HOMO energy (alpha / beta) at -11.798 / -11.656 eV. Its expectation value of S² is 0.77. The relative energy (zero: lowest compared OMol25 entry of this formula, charge and spin) is 11.1 kcal per mole.

***

> Among the records above, which one has the highest energy?

C41H63GeLaN4O2P3

***

> Number 1 is which compound?

C41H63GeIrN5O3P3S

***

> Which of these has the lowest charge?

C41H63GeIrN5O3P3S

***

> Which value of spin multiplicity does entry 1 give?

6